Molecular formula: C16H19CaN3O8P2
Method: DFT, ωB97M-V/def2-TZVPD

```
49
Properties=species:S:1:pos:R:3:forces:R:3
Ca -0.678046 0.221508 1.124590 -0.477 -0.080 0.371
C 0.246948 -0.663099 -3.163521 -0.084 0.048 0.030
C 0.329758 -0.879634 -1.682899 -0.103 0.089 0.183
N -0.691662 -0.907384 -0.913232 0.245 0.233 0.321
N -1.929320 -0.636909 -1.450018 0.037 -0.138 -0.325
C -2.866471 -0.455317 -0.535087 -0.452 -0.100 -0.217
O -2.741935 -0.471536 0.736994 0.335 0.038 -0.176
C -4.230312 -0.167106 -1.086698 -0.047 -0.033 0.017
C -4.478485 -0.131235 -2.457688 0.048 -0.012 0.025
C -5.751565 0.140275 -2.929262 -0.016 0.001 -0.019
C -6.790814 0.378296 -2.039098 0.002 -0.002 0.003
C -6.549825 0.342443 -0.673896 -0.027 0.006 0.008
C -5.275536 0.071147 -0.199698 0.037 -0.002 0.001
C 1.662446 -1.154146 -1.075368 0.160 -0.167 -0.242
C 2.507444 -1.907640 -1.796154 -0.295 0.134 -0.031
C 3.761381 -2.393900 -1.272880 0.174 -0.029 0.218
C 3.992398 -2.301332 0.030487 -0.005 -0.007 -0.136
C 3.036782 -1.608820 0.957399 0.018 -0.029 0.165
N 2.031056 -0.752996 0.272212 0.173 -0.083 0.063
H -0.623164 -0.045958 -3.374095 0.012 -0.006 -0.023
H 0.104000 -1.613407 -3.683280 -0.022 0.001 -0.014
H 1.149447 -0.189618 -3.542640 0.017 0.003 0.007
H -3.662910 -0.318950 -3.141097 0.004 -0.002 -0.001
H -5.935942 0.166892 -3.995639 0.001 -0.001 -0.002
H -7.785407 0.590564 -2.410150 -0.002 0.002 0.000
H -7.355917 0.526806 0.024602 -0.002 0.000 -0.001
H -5.073894 0.040350 0.861901 0.008 -0.005 0.001
H 2.195924 -2.230470 -2.778379 -0.015 0.007 -0.011
H 4.469461 -2.869104 -1.937951 0.016 -0.009 0.007
H 4.895225 -2.671131 0.497378 0.001 -0.004 0.020
H 2.512444 -2.316882 1.609409 0.019 0.038 -0.004
C 2.064669 3.121607 2.158069 -0.003 0.118 -0.046
C 2.221476 1.611444 2.357678 0.070 -0.113 0.027
O 3.429728 1.340356 3.045488 -0.034 0.036 0.104
P 2.186197 0.932464 0.578535 -0.186 -0.094 0.250
O 3.547522 1.451763 -0.061521 0.030 -0.056 -0.015
O 3.863385 -0.759395 1.719282 -0.001 -0.088 -0.077
O 0.968412 1.513629 -0.041264 -0.068 0.240 -0.170
P 0.851677 1.077093 3.526615 0.275 -0.219 -0.184
O 0.877837 -0.555047 3.134983 0.003 0.055 0.003
O 1.223890 1.278588 4.926357 0.011 0.019 0.046
O -0.438101 1.550497 2.917448 0.132 0.162 -0.076
H 2.867582 3.519015 1.531632 -0.003 -0.010 -0.004
H 2.123052 3.591217 3.140875 -0.014 -0.015 0.008
H 1.108950 3.363336 1.702658 0.019 0.025 0.001
H 4.134958 1.889746 2.683243 0.000 0.030 -0.020
H 4.280496 0.865544 0.188902 -0.027 0.033 -0.034
H 3.485618 -0.509706 2.576984 0.008 -0.011 0.005
H 0.729142 -1.073858 3.937791 0.024 -0.006 -0.055
```
Forces are in eV/Å.

Computed properties:
LUMO: -0.4 eV
electronic energy: -74774.087 eV
HOMO-LUMO gap: 7.68 eV



Molecular formula: C5H10O
Method: DFT, ωB97M-V/def2-TZVPD

```
16
Properties=species:S:1:pos:R:3:forces:R:3
C -0.168227 1.456657 -0.709106 -0.264 -0.244 -0.007
C 0.152533 0.027434 -0.282931 -1.150 -0.776 -0.287
C 0.974341 -0.820489 -1.211212 0.015 -0.214 -0.108
C 0.341475 -0.153662 1.217136 -0.237 -0.122 0.392
C -1.125769 -0.584875 1.230609 0.148 0.526 1.003
O -1.163052 -0.907455 -0.140385 1.190 1.679 -0.446
H -0.449008 1.487298 -1.764713 -0.090 -0.001 0.127
H 0.666495 2.166094 -0.570650 -0.051 -0.598 0.049
H -0.994476 1.832088 -0.099167 0.001 0.031 -0.156
H 0.374170 -1.724915 -1.121948 0.666 -0.463 -0.614
H 1.993966 -1.043947 -0.889047 -0.049 0.319 0.023
H 0.957151 -0.464084 -2.243183 0.093 -0.013 0.099
H 0.542161 0.732568 1.823022 0.276 -0.027 -0.225
H 1.056205 -0.954525 1.432821 -0.203 0.117 0.088
H -1.741797 0.307313 1.377834 -0.210 -0.046 0.455
H -1.416169 -1.355498 1.950920 -0.137 -0.168 -0.392
```
Forces are in eV/Å.

Computed properties:
energy above the lowest of the compared OMol25 structures with the same formula, charge and spin: 163.2 kJ/mol
SMILES string: CC1(C)CCO1
LUMO: 1.0 eV
electronic energy: -7393.073 eV
HOMO-LUMO gap: 10.46 eV



Molecular formula: C12H25BN2O6P
Method: DFT, ωB97M-V/def2-TZVPD

```
47
Properties=species:S:1:pos:R:3:forces:R:3
C -4.306411 3.311734 -1.673653 1.082 -0.317 -0.873
C -2.797549 2.762007 -1.488056 -0.753 0.276 1.913
C -2.578100 2.573492 0.093592 0.273 0.709 -0.333
C -1.013916 2.470399 0.512027 -0.826 0.591 0.977
C -0.743898 1.178783 1.387877 -1.035 0.773 0.885
N -0.588786 -0.104190 0.576911 0.155 0.283 2.806
C -0.481602 -1.266440 1.315074 0.461 -2.263 -1.664
C -0.275130 -2.631367 0.687150 -0.568 3.901 -3.246
B -0.144489 -4.029874 1.493344 0.710 -2.448 1.531
O 0.918964 -4.174573 2.441214 -2.631 1.537 -1.807
O -1.045278 -5.128474 1.254700 1.145 3.366 0.410
C -0.195578 -2.506726 -0.833256 -0.708 2.127 3.198
C -0.382099 -1.121481 -1.365925 -0.380 -0.078 -1.117
P -0.279507 -0.969246 -3.271734 3.577 -2.863 -2.963
O 0.820876 -1.953382 -3.689638 -2.887 2.409 1.435
O 0.191893 0.585071 -3.720994 -1.673 -1.973 2.117
O -1.712219 -1.504971 -3.982101 1.470 2.119 2.746
N -0.579650 0.089704 -0.726421 0.725 -4.885 0.000
H -4.309868 4.452669 -1.590016 -0.080 -1.671 -0.133
H -4.622355 2.992428 -2.728147 0.010 0.688 1.626
H -4.981849 2.872151 -0.878746 0.682 0.457 -1.088
H -2.632921 1.747840 -1.964525 -0.118 1.374 0.128
H -2.049322 3.557805 -1.810832 -0.918 -1.285 0.025
H -3.188982 1.708559 0.531141 0.874 0.992 -0.819
H -3.024561 3.514934 0.575954 0.762 -1.345 -0.549
H -0.847586 3.366203 1.210929 0.061 -1.460 -0.848
H -0.310132 2.632887 -0.357974 -0.826 -0.505 1.002
H -1.689969 1.000735 2.013238 1.367 0.280 -0.827
H 0.105380 1.267532 2.135374 -0.758 -0.214 -1.285
H -0.547865 -1.218961 2.446443 0.059 0.491 -1.685
H 1.141301 -3.252414 2.710427 0.703 -0.953 -0.231
H -1.901247 -4.684994 1.064514 0.441 -0.900 -0.239
H -0.035913 -3.379060 -1.529488 -0.133 1.216 0.771
H 0.433842 1.067600 -2.893940 -0.209 -0.145 -0.845
H -2.419614 -1.273455 -3.330273 0.119 -0.229 -1.003
C 3.183674 0.796203 1.428094 -0.157 0.104 0.188
C 3.783884 -0.550961 1.797629 0.227 0.287 -0.610
C 4.948028 -0.906405 0.887724 0.155 -0.196 0.086
O 2.778008 -1.563441 1.700172 -0.628 -0.215 0.316
H 2.795650 0.782695 0.403334 0.168 -0.036 -0.070
H 2.340829 1.033606 2.083546 0.140 0.026 0.089
H 3.924369 1.594321 1.509355 -0.097 -0.027 -0.043
H 4.122496 -0.529450 2.836184 -0.197 -0.174 -0.040
H 4.620892 -0.978286 -0.154690 -0.026 0.136 0.032
H 5.361956 -1.880708 1.157385 -0.011 0.118 0.050
H 5.741936 -0.159285 0.952940 -0.058 -0.056 -0.033
H 2.472417 -1.591209 0.784137 0.310 -0.025 0.018
```
Forces are in eV/Å.

Computed properties:
energy above the lowest of the compared OMol25 structures with the same formula, charge and spin: 0.0 kJ/mol
LUMO: -5.6 eV
electronic energy: -38074.014 eV
total charge: +1
HOMO-LUMO gap: 7.97 eV



Molecular formula: C32H33N4O2
Method: DFT, ωB97M-V/def2-TZVPD

```
71
Properties=species:S:1:pos:R:3:forces:R:3
C -0.210570 -7.118249 -1.668408 -0.036 0.069 0.061
O 0.564068 -5.937625 -1.998355 -1.039 1.254 0.083
C -0.014235 -4.722899 -1.826337 0.341 -0.691 0.417
C 0.728591 -3.583715 -2.227463 0.078 -0.087 -0.231
C 0.257401 -2.317947 -1.980249 0.398 0.036 0.600
C -0.878402 -2.102594 -1.112646 -0.049 -0.463 -0.104
C -1.152480 -0.869991 -0.478197 -0.833 -0.382 -2.137
C -2.441656 -0.533705 0.029089 -0.990 0.145 1.277
C -3.088599 0.653241 -0.440694 0.513 -0.212 0.139
C -4.400257 0.925105 -0.133026 -0.261 -0.262 0.467
C -5.104787 0.083308 0.765972 -0.224 -0.140 -0.068
O -6.385892 0.439227 1.033731 0.917 -0.568 -0.027
C -7.176044 -0.420132 1.880277 0.157 0.152 -0.086
C -4.467513 -1.059018 1.310951 -0.346 0.345 -0.079
C -3.166056 -1.349458 0.939514 0.107 -0.022 -0.422
C -1.717338 -3.257011 -0.941011 0.135 -0.224 0.359
C -1.295026 -4.531235 -1.256691 -0.019 -0.197 0.008
H 0.444402 -7.953173 -1.923912 -0.198 0.167 0.089
H -0.456060 -7.139696 -0.593066 0.181 0.039 -0.415
H -1.138935 -7.168771 -2.262913 0.444 0.082 0.162
H 1.693930 -3.758451 -2.705106 -0.406 0.161 -0.149
H 0.773471 -1.461085 -2.425997 0.000 -0.297 0.464
H -0.491945 -0.022438 -0.643768 0.042 -0.120 -0.075
H -2.543932 1.321032 -1.108639 -0.096 -0.133 0.131
H -4.927994 1.788212 -0.539468 0.240 -0.219 0.102
H -8.141692 0.085619 1.918930 0.128 -0.258 0.130
H -7.282032 -1.426367 1.443640 0.030 0.380 0.067
H -6.734404 -0.496624 2.886435 -0.177 0.100 -0.317
H -5.006615 -1.712047 2.004898 0.350 0.324 -0.269
H -2.676652 -2.232259 1.356780 -0.150 0.373 0.020
H -2.706471 -3.156129 -0.497706 0.324 0.040 -0.142
H -1.916832 -5.399933 -1.020083 0.141 0.506 -0.181
N -1.392581 2.473502 1.702892 2.854 -0.453 -1.924
N -0.512488 2.277766 0.986961 -2.412 0.124 0.993
N 0.230996 2.026173 0.019013 -1.530 0.261 0.797
C 1.672566 2.022069 0.257258 0.543 0.160 0.118
C 2.281057 2.112657 -1.161481 0.165 0.112 0.121
C 3.573787 2.590002 -1.428486 -0.248 -0.122 -0.178
C 4.012723 2.693287 -2.759533 -0.125 -0.229 0.278
C 3.177965 2.321360 -3.817300 -0.151 0.140 0.106
C 1.887767 1.863851 -3.550051 0.104 -0.259 0.432
C 1.474328 1.711719 -2.224611 -0.003 0.134 -0.557
C 2.019070 3.229752 1.143676 0.663 0.191 -0.139
C 1.328886 4.418462 0.905161 0.172 0.773 0.187
C 1.547034 5.554250 1.698888 -0.005 -0.419 -0.032
C 2.489183 5.517424 2.734058 0.069 -0.202 -0.300
C 3.279046 4.373914 2.891170 -0.180 -0.223 -0.162
C 3.042605 3.230803 2.102986 -0.079 0.387 0.165
C 2.033419 0.689883 0.931456 1.165 -0.755 0.199
C 2.208224 -0.556119 0.025589 -0.319 0.486 0.115
C 2.066889 -1.720842 1.026918 -0.013 -0.154 -0.031
C 1.463140 -1.108034 2.312843 0.594 0.373 0.247
N 1.031465 0.217696 1.866162 -0.745 0.031 0.379
H 4.241778 2.870106 -0.606452 -0.320 0.033 -0.323
H 5.015397 3.070758 -2.966170 -0.285 -0.142 0.072
H 3.517849 2.393156 -4.848816 -0.013 0.109 0.247
H 1.176641 1.614982 -4.340257 0.408 0.012 0.082
H 0.482940 1.303399 -2.022638 0.301 0.326 -0.182
H 0.652055 4.489183 0.049352 0.070 -0.081 0.403
H 0.971414 6.460844 1.498168 0.223 -0.285 0.114
H 2.632548 6.385932 3.381533 0.012 -0.296 -0.270
H 4.091370 4.359093 3.627236 -0.420 -0.011 -0.276
H 3.687189 2.358488 2.237187 -0.275 0.351 0.052
H 3.015745 0.807404 1.443759 -0.356 0.084 -0.296
H 1.380033 -0.575567 -0.695945 0.574 0.085 0.230
H 3.159740 -0.540867 -0.533033 -0.440 -0.047 0.272
H 1.391435 -2.491870 0.644292 0.272 -0.038 -0.062
H 3.049548 -2.163009 1.221543 -0.305 -0.096 0.030
H 0.633632 -1.683709 2.752506 0.254 0.213 -0.249
H 2.263351 -1.019637 3.078724 -0.352 -0.139 -0.192
H 0.782812 0.856546 2.628962 0.429 -0.333 -0.342
```
Forces are in eV/Å.

Computed properties:
energy above the lowest of the compared OMol25 structures with the same formula, charge and spin: 41.7 kJ/mol
LUMO: -5.0 eV
electronic energy: -43765.026 eV
total charge: +1
HOMO-LUMO gap: 6.16 eV



LUMO of number 2 (C5H10O)? 1.0 eV



Among the records above, which one has the lowest HOMO-LUMO gap? C32H33N4O2